(1)
Here is 4 unconnected molecules or ions with the total composition C4H13NO3 from OMol25. Energies are from wB97M-V/def2-TZVPD.

```
21
Properties=species:S:1:pos:R:3
O 3.6773 0.2239 -0.0336
C 2.4321 0.1789 0.6476
C 1.6149 -0.8414 0.2766
C 0.0507 -0.9489 0.3958
C -0.5541 0.2098 1.3143
N -1.8444 -0.3266 1.8144
H 2.6819 2.2828 -1.8495
H 2.3046 2.0580 -1.2118
H 2.0799 -1.8533 -0.2512
H -0.0069 -1.8669 0.9442
H -0.4055 -0.9445 -0.5959
H 0.2354 0.4778 1.9425
H -0.7892 1.0327 0.6288
H -2.3072 -0.5724 0.9703
H -2.2905 0.5062 2.2845
H 3.5788 -0.5743 -0.5733
H -1.3353 1.1576 -2.3830
O -1.2613 1.2272 -1.4423
H -1.8349 0.4630 -1.1628
H -3.2153 -1.3438 -0.9483
O -2.8109 -0.5457 -0.7673
```

Summary:
relative energy (zero: lowest compared OMol25 entry of this formula, charge and spin): 1116.94 kJ/mol
frontier orbital gap: 3.16 eV

Results of the natural (NBO) charge analysis, in e, for atoms 1 through 8: number 1, O, carries -0.572; number 2, C, carries 0.431; number 3, C, carries -0.117; number 4, C, carries -0.459; number 5, C, carries -0.226; number 6, N, carries -0.854; number 7, H, carries 0.022; number 8, H, carries -0.024

=====

(2)
Here is 2 unconnected molecules or ions with the total composition C3H6O from OMol25. Energies are from wB97M-V/def2-TZVPD.

```
10
Properties=species:S:1:pos:R:3
C -1.6696 0.8248 -0.6769
C -1.6725 1.7470 0.2913
H -2.5841 0.2686 -0.8535
H -0.9609 0.9668 -1.4819
H -2.3562 1.6683 1.1221
H -1.3440 2.7639 0.1040
O 2.2231 -1.1223 0.5602
C 1.2590 -1.4503 -0.0783
H 1.2174 -2.2152 -0.8695
H 0.3128 -0.9910 0.2665
```

Summary:
relative energy (zero: lowest compared OMol25 entry of this formula, charge and spin): 246.08 kJ/mol
SMILES: C=C.C=O
frontier orbital gap: 10.74 eV

Results of the natural (NBO) charge analysis, in e, for atoms 1 through 8: number 1, C, carries -0.413; number 2, C, carries -0.368; number 3, H, carries 0.208; number 4, H, carries 0.189; number 5, H, carries 0.183; number 6, H, carries 0.201; number 7, O, carries -0.495; number 8, C, carries 0.266

=====

(3)
Here is 40 unconnected molecules or ions with the total composition H80O40 from OMol25. Energies are from wB97M-V/def2-TZVPD.

```
120
Properties=species:S:1:pos:R:3
H 1.1928 4.5364 -0.3515
H 1.6388 3.6424 0.9548
O 1.2800 4.4897 0.6115
H -1.8140 -4.8143 4.5594
H -3.2202 -4.4760 4.2524
O -2.3085 -4.1527 4.0645
H -1.2708 2.3416 -6.3140
H -0.1666 2.8235 -5.6665
O -1.1852 2.9627 -5.4641
H 0.8058 -2.8328 -3.8090
H 0.1585 -1.6700 -3.5846
O -0.1312 -2.5871 -3.6769
H 0.5673 -0.5432 3.0581
H -0.6442 -1.8012 2.6818
O 0.1216 -1.3801 3.1600
H 1.9894 -5.7497 2.4742
O 2.8144 -5.4728 2.0118
H -0.5452 -2.4798 6.3773
O -0.9377 -1.5862 6.2552
H 2.3531 -0.2876 1.8971
H 2.2176 1.0081 2.6832
O 2.2302 0.0943 2.7735
H -5.8646 0.8284 3.6943
H -6.1383 0.6356 2.0395
O -5.6351 0.5603 2.8285
H 1.9146 3.5139 -5.3120
H 1.3616 2.8430 -3.9294
O 1.9657 2.8631 -4.6584
H -4.6623 -5.0676 0.5162
H -4.3743 -4.3154 -0.8508
O -4.0932 -4.9856 -0.2348
H -1.8619 -0.4904 -4.2917
O -1.3871 0.0400 -3.6824
H 4.1376 -0.4585 -3.6856
H 5.6125 0.2003 -3.6209
O 5.0192 -0.4747 -3.1516
H -1.2834 3.3693 1.2759
H -2.0821 4.3880 1.9011
O -1.6563 3.6166 2.1502
H 2.5342 -2.0496 -5.1152
H 3.0604 -2.6812 -3.7371
O 3.2444 -1.8900 -4.4672
H -4.7274 3.1304 0.8788
H -5.0824 3.0199 2.2013
O -5.5973 3.1068 1.3506
H 0.4108 -3.0114 0.3476
H -0.7710 -4.1189 0.3914
O -0.3641 -3.3456 -0.1110
H -6.5598 0.1888 -0.5271
H -6.2717 1.6090 0.1242
O -6.0602 0.6625 0.2008
H 3.4115 1.8520 -0.2590
O 2.6232 2.1216 0.1907
H -2.2737 -2.0444 2.0264
H -2.2546 -2.7986 0.6531
O -2.7301 -2.0865 1.1403
H -2.8477 3.5677 -2.0933
O -2.5350 2.7337 -2.5071
H 3.6279 -3.3903 0.2669
H 3.2767 -4.7965 0.2958
O 3.3877 -4.0861 -0.3218
H -0.3058 0.2697 1.7460
H -0.7375 1.4321 2.4608
O 0.0576 1.0668 2.1250
H 5.1129 -1.7954 3.1408
H 5.7563 -2.0018 1.6862
O 5.6118 -2.5176 2.5400
H 0.1756 2.5870 4.4591
H 0.8374 2.4997 3.1058
O 0.9626 2.2627 3.9970
H -0.7448 -0.6312 -1.0798
H -2.1056 0.0469 -1.3944
O -1.2375 0.1756 -0.8713
H -0.0210 5.0523 -3.1558
H -1.0152 5.9111 -3.4424
O -0.4916 5.7498 -2.6639
H -6.1718 -2.5059 1.3431
H -4.7126 -2.9676 1.7478
O -5.4958 -3.2459 1.3687
H 2.0616 -2.3594 3.0451
H 3.4678 -3.0848 3.0243
O 2.7922 -2.6720 2.6001
H 2.7144 3.9714 -1.9581
H 3.2516 2.5402 -2.3594
O 3.4732 3.3573 -1.8451
H -0.6283 2.3325 -3.3536
H 0.4475 1.2825 -2.9704
O 0.2774 2.2313 -2.9794
H 3.8255 2.1471 3.0808
O 4.5971 1.6357 3.3953
H -3.9515 1.5497 3.3760
H -3.1223 2.5997 2.6506
O -3.9764 2.4524 3.3021
H 1.9728 2.5059 -0.3525
H 3.2597 -5.0036 2.7013
H -2.2011 2.3773 -1.6622
H -0.8518 -1.3939 5.3463
H -2.2132 0.3224 -3.1267
H 4.4898 0.7088 3.3375
O 2.4199 -3.9795 -2.6045
H 2.0502 -3.6915 -1.7695
H 3.3003 -4.3419 -2.3072
O 2.4610 -1.7545 -1.5962
H 2.5223 -1.7952 -0.6312
H 3.4299 -1.9541 -1.7786
O -0.9545 2.7321 -0.5865
H -0.6727 1.7366 -0.3798
H -0.6565 2.6404 -1.5000
O 5.3011 1.6114 -1.0637
H 6.2025 1.6172 -0.8593
H 5.0238 2.5878 -1.0819
O 4.1361 -0.6190 0.1021
H 3.5526 0.0350 0.3372
H 4.8124 -0.1125 -0.4292
O -2.6734 0.9174 1.7915
H -3.2115 1.0283 0.9883
H -2.6955 -0.0184 1.7641
O -4.3224 -0.2690 -3.5508
H -4.6959 -0.7298 -4.3434
H -4.1105 0.6462 -3.7315
```

Summary:
relative energy (zero: lowest compared OMol25 entry of this formula, charge and spin): 1186.66 kJ/mol
frontier orbital gap: 9.67 eV

Results of the Löwdin charge analysis, in e, for atoms 1 through 8: number 1, H, carries 0.019; number 2, H, carries 0.022; number 3, O, carries -0.055; number 4, H, carries 0.032; number 5, H, carries 0.062; number 6, O, carries -0.066; number 7, H, carries 0.112; number 8, H, carries 0.067